Formula: C2H3N3
Source: the Open Molecules 2025 dataset
Level of theory: ωB97M-V/def2-TZVPD

Summary:
orbital gap	10.52	eV
charge	0
energy relative to the best compared isomer or geometry (same formula, charge and spin)	48.9	kcal per mole
lowest unoccupied orbital energy	0.006	Eh
DFT total energy	-242.1947	a.u.

```
8
Properties=species:S:1:pos:R:3:lowdin_charge:R:1
H 0.39 2.13 0.32 0.14
N 1.10 1.31 -0.06 0.08
C 0.52 0.16 -0.03 -0.47
N 0.99 -1.27 -0.08 0.04
C -0.96 0.01 0.20 -0.18
N -2.10 -0.05 -0.12 0.15
H 0.20 -1.75 0.36 0.06
H 2.13 -1.38 0.13 0.18
```